7 unconnected molecules or ions with the total composition H12IO6. Source: OMol25; level of theory: wB97M-V/def2-TZVPD.

Each atom is followed by the atoms it is bonded to, with distances in Å.
CARTESIAN COORDINATES (ANGSTROEM)
1 I 1.054 -1.249 0.651  no bonds
2 O -0.146 0.628 3.275  H8 0.942, H10 0.934
3 O -2.399 -0.499 1.292  H14 0.955, H17 0.929
4 O -1.138 -2.517 -2.039  H11 0.955, H16 0.975
5 O 1.546 2.116 0.373  H18 0.965, H19 0.951
6 O 1.972 -0.070 -2.553  H12 0.941, H15 0.969
7 O -1.092 0.879 -1.188  H9 0.922, H13 0.973
8 H 0.084 0.836 4.164  O2 0.942
9 H -1.265 1.218 -0.348  O7 0.922
10 H 0.536 0.163 2.839  O2 0.934
11 H -0.734 -2.129 -2.812  O4 0.955
12 H 2.457 0.727 -2.682  O6 0.941
13 H -0.450 0.151 -1.118  O7 0.973
14 H -1.455 -0.366 1.331  O3 0.955
15 H 1.954 -0.263 -1.604  O6 0.969
16 H -0.571 -2.251 -1.291  O4 0.975
17 H -2.631 -0.965 0.522  O3 0.929
18 H 0.663 2.408 0.632  O5 0.965
19 H 1.615 1.184 0.554  O5 0.951

* spin multiplicity: 1
* HOMO energy: -5.332 eV
* LUMO: 3.15 eV
* F_max: 2.87 eV/A
* net charge: -1